1.
Entry from the Open Molecules 2025 dataset: one molecule with the formula C4H7N3 (ωB97M-V/def2-TZVPD).

Structure (ORCA input):
```
! wB97M-V def2-TZVPD RIJCOSX def2/J DEFGRID3
* xyz 0 1
N 1.845 1.002 -1.491
C 0.881 0.401 -0.640
C 0.837 0.205 0.712
C -0.595 -0.250 0.893
N -0.992 -1.062 2.012
C -1.178 -0.507 -0.438
N -0.313 -0.022 -1.288
H 2.444 1.573 -0.904
H 2.443 0.303 -1.925
H -0.881 0.835 0.984
H -1.895 -0.772 2.374
H -0.303 -0.912 2.742
H -2.134 -0.923 -0.738
H -0.484 0.119 -2.279
*
```

For the relative energy (zero: lowest compared OMol25 entry of this formula, charge and spin), the calculation gives 78.4 kcal/mol. The calculation puts the gap between HOMO and LUMO at 8.30 eV.

***

2.
Entry from the Open Molecules 2025 dataset: C38H35BrN6OSeTl as an isolated structure (ωB97M-V/def2-TZVPD).

Structure (ORCA input):
```
! wB97M-V def2-TZVPD RIJCOSX def2/J DEFGRID3
* xyz -1 1
Tl 0.680 -1.733 0.599
C -4.276 4.601 -1.996
C -4.393 3.545 -0.895
C -5.682 2.747 -1.130
C -4.499 4.267 0.454
C -3.192 2.598 -0.882
C -3.123 1.567 0.048
C -2.036 0.722 0.055
Br -2.054 -0.671 1.365
C -0.924 0.801 -0.825
O 0.083 -0.004 -0.777
C -1.017 1.852 -1.785
C -2.125 2.694 -1.769
C 0.042 2.138 -2.872
C 1.252 1.194 -2.916
C 0.588 3.559 -2.667
C -0.634 2.055 -4.251
H -5.151 5.255 -1.971
H -4.228 4.144 -2.987
H -3.389 5.223 -1.862
H -6.550 3.413 -1.144
H -5.838 2.006 -0.344
H -5.636 2.218 -2.084
H -5.353 4.950 0.460
H -3.593 4.844 0.652
H -4.629 3.558 1.273
H -3.913 1.412 0.773
H -2.151 3.482 -2.509
H 1.827 1.219 -1.993
H 1.894 1.521 -3.741
H 0.962 0.160 -3.088
H 1.077 3.639 -1.694
H -0.199 4.314 -2.711
H 1.325 3.793 -3.441
H -1.022 1.048 -4.420
H 0.093 2.277 -5.037
H -1.463 2.757 -4.349
C 4.750 -2.767 -1.059
C 4.443 -3.632 -2.144
C 3.146 -3.888 -2.463
C 2.088 -3.290 -1.723
N 2.416 -2.465 -0.675
C 3.701 -2.231 -0.366
C 0.710 -3.506 -1.986
C 0.239 -4.339 -3.037
C -1.097 -4.521 -3.229
C -2.023 -3.876 -2.379
C -1.518 -3.089 -1.377
N -0.211 -2.896 -1.176
H 5.768 -2.540 -0.777
H 5.239 -4.097 -2.712
H 2.921 -4.558 -3.281
H 3.863 -1.573 0.481
H 0.946 -4.832 -3.688
H -1.444 -5.159 -4.033
H -3.090 -3.990 -2.497
H -2.182 -2.573 -0.694
Se 0.366 -7.009 0.779
N 0.240 -7.021 2.581
C 0.222 -5.749 2.956
C 0.137 -5.282 4.282
C 0.144 -3.903 4.504
C 0.233 -3.027 3.443
N 0.303 -3.422 2.151
C 0.307 -4.757 1.872
N 0.397 -5.212 0.648
H 0.076 -5.993 5.095
H 0.085 -3.501 5.507
H 0.255 -1.957 3.610
N 4.850 5.146 6.831
C 4.396 4.352 6.135
C 3.825 3.353 5.261
C 3.432 2.121 5.776
C 2.885 1.167 4.937
C 2.722 1.427 3.574
C 3.124 2.667 3.069
C 3.671 3.623 3.904
C 2.147 0.442 2.706
C 1.652 -0.384 1.974
H 3.556 1.918 6.831
H 2.579 0.206 5.328
H 2.996 2.867 2.014
H 3.979 4.583 3.511
*
```

For the relative energy (zero: lowest compared OMol25 entry of this formula, charge and spin), the calculation gives 3.9 kcal/mol. The calculation puts the gap between HOMO and LUMO (alpha / beta) at 4.76 / 5.24 eV.

***

3.
Entry from the Open Molecules 2025 dataset: a 6-piece molecular cluster, CH14O5S overall at a distorted geometry (ωB97M-V/def2-TZVPD).

Structure (ORCA input):
```
! wB97M-V def2-TZVPD RIJCOSX def2/J DEFGRID3
* xyz 0 1
C 0.910 -2.074 1.479
S -0.844 -2.535 1.643
H 1.315 -2.569 0.595
H 1.495 -2.371 2.345
H 1.061 -1.014 1.289
H -1.334 -1.313 1.819
H 3.683 1.767 -1.769
H 2.324 1.789 -2.475
O 3.101 1.261 -2.346
H -2.150 -1.671 -0.861
H -2.840 -0.680 -1.629
O -2.087 -1.251 -1.746
H -2.456 2.254 0.444
H -1.002 2.787 0.361
O -1.602 2.206 0.849
H 1.008 2.013 0.241
H 2.281 1.321 0.657
O 1.642 1.956 0.956
H -0.905 1.381 -1.214
H -0.519 1.723 -2.633
O -0.223 1.824 -1.752
*
```

For the relative energy (zero: lowest compared OMol25 entry of this formula, charge and spin), the calculation gives 19.1 kcal/mol. As for the SMILES: CS.O.O.O.O.O. The calculation puts the gap between HOMO and LUMO at 9.31 eV.

***

4.
Entry from the Open Molecules 2025 dataset: an isolated ion of composition C6H11N5 and charge +2 at a distorted geometry (ωB97M-V/def2-TZVPD).

Structure (ORCA input):
```
! wB97M-V def2-TZVPD RIJCOSX def2/J DEFGRID3
* xyz 2 1
C -2.987 -0.716 -1.224
C -0.056 -0.746 -0.991
C -0.861 -1.837 -1.397
C 1.006 -0.342 -1.683
C 0.407 0.812 0.900
C 1.081 2.502 2.438
N 0.214 1.975 1.504
N -0.489 0.183 0.115
N -1.637 0.284 0.563
N -2.295 -1.798 -1.494
N -0.206 -2.894 -1.803
H -3.972 -0.709 -1.407
H 1.604 0.536 -1.374
H 1.286 -0.795 -2.665
H 1.346 0.317 1.261
H 1.143 3.617 2.152
H 2.013 1.782 2.600
H 0.591 2.485 3.375
H -0.635 2.525 1.339
H -2.618 -2.688 -1.840
H 0.835 -2.856 -1.816
H -0.807 -3.671 -1.957
*
```

For the relative energy (zero: lowest compared OMol25 entry of this formula, charge and spin), the calculation gives 197.9 kcal/mol. The calculation puts the gap between HOMO and LUMO (alpha / beta) at 6.24 / 6.51 eV.

***

5.
Entry from the Open Molecules 2025 dataset: a 2-piece molecular cluster, C3H8OS2 overall at a distorted geometry (ωB97M-V/def2-TZVPD).

Structure (ORCA input):
```
! wB97M-V def2-TZVPD RIJCOSX def2/J DEFGRID3
* xyz 0 3
C 0.768 -0.700 -0.453
C -1.449 -0.819 -2.054
C 1.270 1.274 1.273
O -1.253 1.027 0.520
S -0.202 -1.857 -1.127
S -0.160 0.193 1.117
H 1.474 -1.584 0.953
H -0.964 -0.535 -2.915
H -1.833 -0.215 -1.349
H -2.296 -1.477 -2.473
H 2.010 1.022 2.062
H 2.018 1.294 0.418
H 0.978 2.197 1.498
H -0.361 0.182 2.530
*
```

For the relative energy (zero: lowest compared OMol25 entry of this formula, charge and spin), the calculation gives 143.6 kcal/mol. The calculation puts the gap between HOMO and LUMO (alpha / beta) at 6.39 / 6.70 eV.

***

6.
Entry from the Open Molecules 2025 dataset: a 9-piece molecular cluster, C36H99N9O9 overall at a distorted geometry (ωB97M-V/def2-TZVPD).

Structure (ORCA input):
```
! wB97M-V def2-TZVPD RIJCOSX def2/J DEFGRID3
* xyz 0 1
C -0.485 -4.136 -3.894
C 0.166 -2.845 -4.340
C -0.814 -1.695 -4.417
O -0.135 -0.443 -4.715
C -1.040 0.712 -4.734
N 1.310 -2.564 -3.470
H -1.481 -4.207 -4.331
H -0.652 -4.001 -2.825
H 0.155 -5.007 -4.028
H 0.533 -3.023 -5.351
H -1.214 -1.605 -3.407
H -1.543 -1.985 -5.174
H -1.997 0.646 -4.216
H -1.268 0.829 -5.794
H -0.600 1.682 -4.505
H 1.788 -1.763 -3.858
H 0.920 -2.295 -2.578
C 3.118 -1.789 3.869
C 2.966 -2.979 4.806
C 1.762 -3.834 4.459
O 0.584 -3.150 4.725
C -0.555 -3.615 4.116
N 4.226 -3.687 4.777
H 3.965 -1.105 3.934
H 2.167 -1.262 3.935
H 3.125 -2.191 2.856
H 2.822 -2.560 5.801
H 1.793 -4.768 5.020
H 1.800 -4.126 3.409
H -1.236 -2.766 4.189
H -0.885 -4.522 4.623
H -0.428 -3.720 3.039
H 4.187 -4.532 5.329
H 4.401 -3.895 3.804
C 4.661 -1.149 0.407
C 3.227 -1.344 -0.102
C 3.000 -0.715 -1.523
O 3.183 0.727 -1.522
C 2.779 1.441 -2.728
N 2.981 -2.826 -0.097
H 4.782 -1.855 1.229
H 4.811 -0.140 0.789
H 5.414 -1.377 -0.348
H 2.421 -0.900 0.483
H 1.948 -0.862 -1.768
H 3.553 -1.148 -2.357
H 3.275 1.276 -3.684
H 2.896 2.512 -2.561
H 1.715 1.295 -2.913
H 3.201 -3.205 0.813
H 3.618 -3.289 -0.730
C 2.080 -7.144 -2.712
C 2.861 -6.063 -2.055
C 3.872 -5.288 -2.937
O 4.455 -4.226 -2.261
C 5.392 -3.568 -3.062
N 1.852 -5.085 -1.626
H 1.397 -7.562 -1.972
H 2.746 -7.933 -3.062
H 1.460 -6.678 -3.478
H 3.389 -6.501 -1.207
H 3.545 -4.974 -3.929
H 4.576 -6.077 -3.201
H 6.043 -4.231 -3.633
H 5.968 -2.944 -2.378
H 4.915 -2.933 -3.808
H 2.521 -4.381 -1.349
H 1.392 -4.670 -2.423
C -0.193 -7.145 2.721
C 0.040 -7.086 1.157
C -1.192 -6.684 0.346
O -1.695 -5.399 0.664
C -2.867 -5.095 -0.129
N 1.086 -6.089 0.999
H 0.721 -7.090 3.312
H -0.684 -8.057 3.058
H -0.737 -6.225 2.938
H 0.355 -8.056 0.772
H -1.986 -7.425 0.438
H -0.926 -6.648 -0.710
H -2.670 -5.202 -1.196
H -3.083 -4.035 0.005
H -3.782 -5.622 0.140
H 1.362 -5.963 0.035
H 0.692 -5.189 1.235
C -0.660 -1.238 1.380
C -0.823 -1.186 -0.105
C -0.420 0.132 -0.790
O -1.465 1.069 -0.515
C -1.341 2.317 -1.079
N -0.004 -2.243 -0.656
H -0.931 -0.247 1.744
H 0.385 -1.397 1.648
H -1.407 -1.904 1.812
H -1.877 -1.323 -0.347
H -0.314 0.081 -1.874
H 0.482 0.520 -0.317
H -1.657 2.263 -2.121
H -0.384 2.827 -0.969
H -2.081 2.981 -0.632
H 0.942 -2.180 -0.308
H -0.277 -3.165 -0.348
C -3.539 8.892 2.147
C -4.666 7.942 1.919
C -4.193 6.581 1.331
O -3.631 6.837 0.065
C -2.831 5.726 -0.419
N -5.324 7.675 3.202
H -3.022 8.707 3.089
H -3.835 9.941 2.156
H -2.863 8.918 1.292
H -5.378 8.315 1.183
H -4.982 5.839 1.215
H -3.513 6.161 2.072
H -2.197 6.033 -1.251
H -3.560 5.004 -0.787
H -2.219 5.218 0.327
H -5.292 8.575 3.659
H -4.541 7.263 3.688
C -0.842 8.835 -2.143
C 0.273 8.407 -1.257
C 0.777 6.957 -1.634
O 1.833 6.475 -0.778
C 2.351 5.182 -1.202
N 1.333 9.395 -1.467
H -0.534 8.854 -3.188
H -1.313 9.781 -1.874
H -1.702 8.186 -1.975
H -0.001 8.288 -0.209
H 1.174 6.966 -2.649
H 0.061 6.137 -1.701
H 2.953 5.262 -2.107
H 1.567 4.427 -1.267
H 3.058 4.837 -0.448
H 1.059 10.287 -1.079
H 2.046 9.017 -0.860
C -1.908 2.815 2.556
C -2.999 1.774 2.802
C -4.200 2.472 3.628
O -4.644 3.641 2.927
C -5.834 4.217 3.487
N -3.468 1.193 1.586
H -1.020 2.527 1.993
H -1.504 3.145 3.513
H -2.258 3.701 2.026
H -2.557 0.931 3.334
H -4.008 2.681 4.680
H -4.968 1.704 3.722
H -6.623 3.471 3.382
H -6.170 5.066 2.892
H -5.799 4.458 4.549
H -3.885 2.029 1.204
H -2.663 0.977 1.015
*
```

For the relative energy (zero: lowest compared OMol25 entry of this formula, charge and spin), the calculation gives 86.5 kcal/mol. As for the SMILES: COC[C@H](C)N.COC[C@H](C)N.COC[C@H](C)N.COC[C@H](C)N.COC[C@H](C)N.COC[C@H](C)N.COC[C@H](C)N.COC[C@H](C)N.COC[C@H](C)N. The calculation puts the gap between HOMO and LUMO at 9.06 eV.

***

7.
Entry from the Open Molecules 2025 dataset: one molecule with the formula C8H20BNO4 (ωB97M-V/def2-TZVPD).

Structure (ORCA input):
```
! wB97M-V def2-TZVPD RIJCOSX def2/J DEFGRID3
* xyz 0 1
C 3.191 -1.970 0.484
C 3.250 -0.558 -0.137
B 2.199 0.443 0.457
O 1.885 0.352 1.790
C 1.538 1.569 -0.476
N 0.683 2.573 0.148
O 0.927 0.932 -1.613
C -0.480 0.937 -1.724
C -1.203 0.060 -0.679
C -2.280 0.824 0.090
C -2.773 0.120 1.343
O -3.996 0.664 1.824
O -1.839 -1.024 -1.359
C -1.554 -2.316 -0.868
H 2.207 -2.181 0.908
H 3.399 -2.729 -0.271
H 3.923 -2.084 1.283
H 3.082 -0.615 -1.216
H 4.250 -0.131 0.003
H 0.988 0.627 2.008
H 2.384 2.139 -0.890
H 1.256 3.269 0.605
H 0.083 2.178 0.865
H -0.891 1.949 -1.742
H -0.679 0.484 -2.695
H -0.451 -0.382 -0.008
H -3.124 0.908 -0.607
H -1.963 1.844 0.315
H -2.068 0.267 2.167
H -2.897 -0.951 1.160
H -4.572 0.820 1.069
H -0.663 -2.735 -1.351
H -2.404 -2.959 -1.100
H -1.406 -2.324 0.216
*
```

As for the SMILES: CCB(O)[C@H](N)OC[C@@H](CCO)OC. The calculation puts the gap between HOMO and LUMO at 9.32 eV.

***

Table of energy (eV), in record order: -8728.2778 -191043.3154 -22336.5424 -13825.8461 -26948.7029 -70768.5596 -18976.5931
Table of M (g/mol), in record order: 97.1 955.0 138.2 153.2 124.2 802.2 205.1